52
Properties=species:S:1:pos:R:3 method="wB97M-V/def2-TZVPD" de_lowest_kcal_mol=0.0 charge=-2 homo_energy_ev=-1.69 e_tot_ev=-67277.509
Pt 0.16221 0.55968 1.19224
O -6.11623 1.18102 -0.44250
C -4.91042 1.14591 -0.26408
C -4.21051 1.00540 1.05494
O -4.74079 1.08987 2.16003
C -2.80398 0.79548 0.74468
C -2.56497 0.99660 -0.66392
O -1.43602 0.98564 -1.18910
C -3.85545 1.25989 -1.32220
O -4.02428 1.54887 -2.50353
O -1.88227 0.56302 1.60451
S 2.40079 0.59864 1.32246
C 2.83240 -1.00138 1.82283
C 4.13982 -1.29217 2.19518
C 4.51161 -2.57780 2.58075
C 5.85590 -2.83328 2.96618
N 6.95003 -3.01419 3.27917
C 3.54468 -3.60384 2.58580
C 2.23704 -3.31637 2.20587
C 1.85811 -2.03103 1.82586
S 0.24486 -1.68493 1.31268
C 3.88975 -4.92719 2.97786
N 4.15836 -5.99926 3.30297
H 4.88320 -0.50523 2.18869
H 1.49793 -4.10724 2.21039
C 1.06282 5.05172 -4.69679
C -0.34734 5.33139 -4.19208
N -0.65498 4.62373 -2.95700
C -1.56166 3.47581 -3.04436
C -1.00179 2.30898 -3.83410
C -0.14934 5.14267 -1.81936
O 0.50590 6.18425 -1.81003
C -0.42444 4.45077 -0.51422
C -1.11850 5.15391 0.46031
C -1.32156 4.56378 1.69534
C -0.80929 3.30466 1.92488
N -0.12650 2.62656 0.99889
C 0.05230 3.18402 -0.20637
H 1.25974 5.62052 -5.60843
H 1.19301 3.99191 -4.91470
H 1.79120 5.34713 -3.94323
H -1.08672 5.01866 -4.93131
H -0.47037 6.40200 -4.01820
H -2.49371 3.81745 -3.50454
H -1.81358 3.13330 -2.04644
H -0.81233 2.57566 -4.87842
H -1.73658 1.50839 -3.78424
H -0.07790 1.94064 -3.38770
H -1.49699 6.14303 0.23872
H -1.88767 5.05667 2.47285
H -0.95842 2.78709 2.86244
H 0.58161 2.57878 -0.92823

16
Properties=species:S:1:pos:R:3 method="wB97M-V/def2-TZVPD" de_lowest_kcal_mol=18.5 charge=0 homo_energy_ev=-9.29 e_tot_ev=-18666.723 smiles="C[C@@H](CS)NC=O"
C 1.36521 0.91478 -0.56531
C 0.07280 0.18428 -0.20433
C 0.28999 -1.20884 0.39771
S 1.41336 -2.13892 -0.74176
N -0.87039 0.92512 0.63576
C -2.16866 1.10462 0.24791
O -2.57570 1.01229 -0.88553
H 1.27290 1.99023 -0.66490
H 2.14078 0.71618 0.17861
H 1.70082 0.53755 -1.53096
H -0.50082 0.08256 -1.12447
H -0.63982 -1.73565 0.20316
H 0.67263 -1.19771 1.41219
H 1.36526 -3.31866 -0.10619
H -0.69786 0.92231 1.62900
H -2.84050 1.20985 1.11910